{
  "formula": "C5H10N",
  "method": "the ωB97M-V functional and the def2-TZVPD basis",
  "species": ["N", "C", "C", "C", "C", "C", "H", "H", "H", "H", "H", "H", "H", "H", "H", "H"],
  "positions_angstrom": [[-0.679405, 1.423367, 0.128696], [1.981222, -0.068875, 0.107713], [-2.003682, -0.618463, -0.675276], [-0.741686, -0.036567, -0.136876], [1.087993, -1.159108, -0.317559], [-1.845927, -0.755303, 0.598059], [-1.653914, 1.734254, 0.299548], [1.854300, 0.570048, 0.984360], [1.006545, -2.009321, 0.384678], [-0.174291, 1.802306, -0.653756], [3.071829, -0.301943, 0.198343], [1.154574, -1.570892, -1.408447], [-2.064302, -1.006921, 1.634469], [2.005196, 0.806378, -0.625358], [-2.824981, -0.530935, -1.548464], [-0.173477, 1.721975, 1.029874]],
  "forces_ev_per_angstrom": [[0.640, 0.232, 2.140], [2.806, 2.737, -1.299], [-2.606, 1.446, -2.135], [1.211, -4.677, 0.400], [-2.878, 1.081, -0.669], [1.118, 0.377, 0.600], [0.534, 0.301, -0.848], [-0.856, -1.033, 0.770], [-0.430, 0.674, -0.265], [-0.193, 1.113, -0.462], [-0.781, -0.400, -0.243], [-0.181, 1.266, 2.043], [-0.283, -0.222, -0.618], [-0.016, -1.340, 0.092], [2.402, -0.659, 2.068], [-0.488, -0.897, -1.575]],
  "multiplicity": 1,
  "lumo_energy_ha": -0.1348,
  "homo_energy_ev": -13.304,
  "fmax_ev_per_a": 4.8,
  "charge": 1,
  "homo_lumo_gap_ev": 9.6
}